Entry 1:
52
Properties=species:S:1:pos:R:3:lowdin_charge:R:1 method="wB97M-V/def2-TZVPD" largest_force_ha_per_bohr=0.07862 spin_multiplicity=1 relative_energy_kcal_mol=53.14 charge=+2 molar_mass_da=607.31 e_tot_ev=-58728.4390 e_homo_ev=-14.6 gap_ev=4.775 e_lumo_ev=-9.86
Tl 0.37 1.78 -0.01 1.015
C 3.72 -4.86 5.11 -0.025
C 2.96 -3.65 4.55 -0.500
C 3.85 -2.41 4.76 -0.021
C 2.77 -3.88 3.05 -0.013
C 1.62 -3.46 5.36 -0.388
O 1.86 -3.55 6.75 0.016
C 0.52 -4.60 5.03 -0.034
C -0.40 -4.57 3.84 -0.022
C -0.32 -5.40 2.71 -0.180
C -1.09 -5.04 1.56 0.042
C -1.02 -5.74 0.40 -0.029
C -0.21 -6.90 0.36 -0.591
Cl -0.13 -7.80 -1.04 0.925
C 0.52 -7.33 1.50 -0.029
C 0.49 -6.58 2.64 0.031
C 1.00 -2.03 5.34 0.000
N 0.81 -1.41 4.03 -0.027
C 1.11 -0.25 3.46 -0.028
N 0.59 -0.18 2.23 0.092
C -0.06 -1.32 2.06 -0.075
N 0.06 -2.07 3.15 0.114
H 4.62 -5.01 4.51 0.107
H 3.15 -5.79 5.06 0.087
H 4.06 -4.71 6.14 0.101
H 4.85 -2.63 4.40 0.105
H 3.93 -2.14 5.81 0.103
H 3.50 -1.55 4.19 0.075
H 3.75 -3.84 2.57 0.109
H 2.16 -3.13 2.55 0.076
H 2.37 -4.87 2.84 0.070
H 2.30 -4.37 6.97 0.112
H -0.10 -4.55 5.92 0.144
H 1.07 -5.53 5.04 0.109
H -0.35 -3.19 3.13 0.174
H -1.45 -4.36 4.09 0.174
H -1.71 -4.14 1.59 0.140
H -1.55 -5.43 -0.49 0.136
H 1.09 -8.25 1.45 0.134
H 1.04 -6.92 3.51 0.132
H 1.63 -1.38 5.95 0.151
H 0.02 -2.06 5.82 0.158
H 1.71 0.51 3.95 0.168
H -0.59 -1.64 1.15 0.106
C -1.52 -0.98 -3.02 -0.129
S -0.91 -0.75 -1.38 0.334
O 0.50 -0.35 -1.49 -0.498
O -1.10 -2.04 -0.70 -0.393
O -1.68 0.34 -0.76 -0.490
H -0.90 -1.73 -3.50 0.076
H -1.44 -0.03 -3.54 0.079
H -2.56 -1.30 -2.95 0.077

---

Entry 2:
51
Properties=species:S:1:pos:R:3:lowdin_charge:R:1 method="wB97M-V/def2-TZVPD" largest_force_ha_per_bohr=0.03356 spin_multiplicity=1 relative_energy_kcal_mol=33.37 charge=+1 molar_mass_da=634.24 e_tot_ev=-74333.3894 e_homo_ev=-10.0 gap_ev=6.993 e_lumo_ev=-3.05
Sc -0.06 0.74 -1.10 0.397
I 2.10 0.34 -2.79 0.388
C 2.14 2.27 0.08 -0.648
I 0.34 3.45 -0.29 0.866
H 2.74 2.68 -0.74 -0.101
H 2.46 2.80 0.99 -0.072
N -2.56 -0.69 0.74 0.132
C -3.01 0.35 0.01 -0.675
N -2.23 1.07 -0.77 -0.039
C -2.98 2.08 -1.43 -0.315
C -2.48 3.01 -2.33 -0.080
C -3.35 3.92 -2.89 -0.055
C -4.71 3.91 -2.56 -0.066
C -5.22 2.99 -1.67 -0.069
C -4.34 2.07 -1.11 -0.453
S -4.67 0.80 0.03 1.148
H -1.57 -0.73 0.95 0.070
H -3.18 -1.13 1.39 0.109
H -1.43 3.04 -2.58 0.048
H -2.97 4.66 -3.58 0.115
H -5.37 4.64 -3.01 0.113
H -6.27 2.98 -1.43 0.116
O 0.40 -0.11 0.65 -0.180
C 1.35 -0.32 1.49 -0.410
C 1.00 -0.49 2.93 -0.071
C 1.52 -1.78 3.58 -0.173
C 3.01 -1.79 3.88 -0.200
C 3.91 -1.72 2.66 -0.175
C 3.78 -0.41 1.90 -0.132
N 2.57 -0.35 1.06 0.111
H -0.08 -0.43 2.99 0.120
H 1.39 0.39 3.46 0.146
H 1.26 -2.63 2.94 0.121
H 0.97 -1.91 4.51 0.118
H 3.26 -2.68 4.46 0.117
H 3.23 -0.93 4.53 0.121
H 3.69 -2.54 1.97 0.121
H 4.95 -1.84 2.95 0.120
H 4.61 -0.24 1.23 0.133
H 3.75 0.44 2.59 0.134
H 2.68 -0.04 0.09 0.057
C 0.62 -3.48 -1.73 0.013
O 0.05 -2.19 -1.34 -0.168
C -0.50 -1.34 -2.14 -0.319
C -0.74 -1.81 -3.53 -0.098
H 1.51 -3.26 -2.32 0.104
H -0.11 -4.06 -2.29 0.097
H 0.86 -3.96 -0.79 0.100
H -1.36 -2.71 -3.55 0.101
H 0.23 -2.05 -3.99 0.079
H -1.23 -1.03 -4.11 0.084

---

Entry 3:
50
Properties=species:S:1:pos:R:3:lowdin_charge:R:1 method="wB97M-V/def2-TZVPD" largest_force_ha_per_bohr=0.02348 spin_multiplicity=1 smiles="CCCCCCOc1ccc(/C(C)=N/NC2=NCCN2)cc1[N+](=O)[O-]" relative_energy_kcal_mol=147.76 molar_mass_da=347.42 e_tot_ev=-31624.0234 e_homo_ev=-7.8 gap_ev=7.585 e_lumo_ev=-0.21
C -2.79 -4.15 2.52 -0.112
C -2.70 -5.25 1.48 -0.271
C -1.89 -4.86 0.24 -0.229
C -2.56 -3.76 -0.58 -0.210
C -1.79 -3.47 -1.87 -0.173
C -2.41 -2.29 -2.62 -0.176
O -2.36 -1.09 -1.87 -0.034
C -1.22 -0.40 -1.74 -0.189
C -0.03 -0.68 -2.42 0.001
C 1.10 0.09 -2.24 -0.011
C 1.11 1.18 -1.36 -0.163
C 2.30 2.01 -1.14 -0.279
C 3.45 1.92 -2.11 -0.022
N 2.26 2.76 -0.11 0.082
N 3.26 3.55 0.27 0.051
C 3.12 4.36 1.37 -0.450
N 4.07 5.10 1.80 0.058
C 3.57 5.79 2.97 -0.207
C 2.16 5.21 3.24 -0.161
N 1.93 4.43 2.03 0.055
C -0.06 1.45 -0.67 0.064
C -1.20 0.69 -0.84 -0.057
N -2.36 1.04 -0.06 -0.348
O -2.17 1.78 0.89 0.066
O -3.44 0.59 -0.37 0.107
H -3.33 -3.29 2.14 0.065
H -1.79 -3.82 2.81 0.074
H -3.30 -4.50 3.41 0.068
H -3.71 -5.54 1.17 0.105
H -2.23 -6.13 1.94 0.102
H -0.90 -4.52 0.56 0.114
H -1.76 -5.74 -0.39 0.110
H -3.58 -4.07 -0.83 0.123
H -2.63 -2.84 0.00 0.109
H -0.75 -3.24 -1.62 0.110
H -1.80 -4.34 -2.52 0.122
H -1.94 -2.16 -3.60 0.121
H -3.48 -2.46 -2.77 0.136
H 0.02 -1.51 -3.10 0.109
H 1.99 -0.18 -2.78 0.110
H 4.11 1.09 -1.85 0.094
H 4.03 2.84 -2.11 0.069
H 3.08 1.76 -3.12 0.079
H 4.15 3.62 -0.22 0.143
H 3.53 6.86 2.75 0.100
H 4.26 5.64 3.80 0.098
H 2.14 4.58 4.14 0.108
H 1.40 5.99 3.34 0.104
H 1.27 3.68 2.00 0.119
H -0.09 2.28 0.02 0.116

---

Entry 4:
50
Properties=species:S:1:pos:R:3:lowdin_charge:R:1 method="wB97M-V/def2-TZVPD" largest_force_ha_per_bohr=0.01465 spin_multiplicity=1 smiles="CCOC(=O)N1CCN(C2=NC3(CCCCC3)[C@@H](C#N)C(=O)N2)CC1" relative_energy_kcal_mol=23.43 molar_mass_da=347.42 e_tot_ev=-31629.4147 e_homo_ev=-9.0 gap_ev=9.535 e_lumo_ev=0.54
C 2.98 -1.88 5.43 -0.062
C 1.97 -0.83 5.87 -0.217
O 1.27 -0.27 4.76 -0.012
C 0.23 -1.00 4.30 -0.539
O -0.14 -2.05 4.77 0.092
N -0.40 -0.39 3.26 -0.040
C -1.45 -1.08 2.55 -0.110
C -0.98 -1.46 1.15 -0.113
N -0.53 -0.25 0.47 -0.058
C -0.65 -0.06 -0.87 -0.330
N 0.18 0.67 -1.50 0.173
C -0.02 0.94 -2.90 -0.442
C 1.35 1.20 -3.54 -0.129
C 2.01 2.43 -2.93 -0.192
C 1.12 3.66 -3.12 -0.202
C -0.24 3.42 -2.48 -0.190
C -0.91 2.19 -3.08 -0.115
C -0.71 -0.28 -3.58 -0.142
C 0.13 -1.45 -3.50 -0.194
N 0.78 -2.38 -3.38 0.191
C -1.99 -0.60 -2.82 -0.443
O -3.06 -0.84 -3.33 0.116
N -1.79 -0.62 -1.47 0.202
C 0.57 0.39 1.16 -0.116
C 0.10 0.78 2.57 -0.108
H 3.67 -1.45 4.70 0.077
H 3.54 -2.23 6.29 0.077
H 2.47 -2.72 4.97 0.074
H 1.25 -1.28 6.56 0.122
H 2.46 0.02 6.34 0.123
H -2.32 -0.42 2.49 0.132
H -1.71 -1.97 3.12 0.127
H -0.14 -2.16 1.23 0.140
H -1.78 -1.95 0.60 0.118
H 1.98 0.32 -3.38 0.116
H 1.22 1.34 -4.62 0.128
H 2.16 2.25 -1.87 0.105
H 2.98 2.59 -3.40 0.111
H 1.60 4.53 -2.67 0.108
H 0.99 3.86 -4.19 0.114
H -0.11 3.26 -1.40 0.107
H -0.88 4.29 -2.62 0.111
H -1.07 2.35 -4.15 0.129
H -1.88 2.02 -2.61 0.123
H -0.95 -0.08 -4.63 0.168
H -2.60 -0.83 -0.90 0.157
H 1.43 -0.29 1.23 0.139
H 0.86 1.27 0.59 0.114
H -0.71 1.51 2.49 0.132
H 0.92 1.21 3.14 0.126

---

Entry 5:
50
Properties=species:S:1:pos:R:3:lowdin_charge:R:1 method="wB97M-V/def2-TZVPD" largest_force_ha_per_bohr=0.09991 spin_multiplicity=1 smiles=CCOn1c(C)c2c(C)nnc(NNCc3cnn(CC)c3)c2c1C relative_energy_kcal_mol=62.87 molar_mass_da=343.44 e_tot_ev=-30505.7158 e_homo_ev=-7.1 gap_ev=7.568 e_lumo_ev=0.46
C -5.41 -1.98 0.38 -0.061
C -4.84 -0.62 -0.11 -0.234
O -4.11 -0.63 -1.31 -0.061
N -2.84 -0.01 -1.31 0.005
C -2.70 1.39 -1.36 -0.169
C -3.69 2.50 -1.70 0.000
C -1.44 1.62 -1.04 -0.089
C -0.55 2.76 -1.00 -0.255
C -0.93 4.11 -1.35 -0.056
N 0.72 2.66 -0.57 0.028
N 1.21 1.56 -0.12 0.029
C 0.48 0.43 -0.07 -0.268
N 1.13 -0.74 0.28 0.016
N 2.52 -0.78 0.57 -0.034
C 2.99 -1.07 1.92 -0.156
C 4.38 -1.79 2.06 -0.155
C 4.61 -2.67 3.26 -0.107
N 5.72 -3.35 3.12 0.048
N 6.20 -2.99 1.99 -0.204
C 7.21 -3.82 1.29 -0.153
C 6.67 -5.14 0.58 -0.066
C 5.53 -1.94 1.36 -0.028
C -0.76 0.39 -0.66 -0.064
C -1.71 -0.60 -0.87 -0.177
C -1.57 -2.11 -0.86 0.018
H -6.32 -1.62 0.91 0.084
H -5.67 -2.61 -0.44 0.055
H -4.70 -2.63 0.99 0.092
H -4.21 -0.18 0.68 0.135
H -5.66 0.04 -0.40 0.110
H -3.96 3.07 -0.82 0.076
H -3.19 3.17 -2.44 0.081
H -4.62 2.18 -2.16 0.076
H -1.29 4.11 -2.38 0.085
H -0.13 4.78 -1.30 0.064
H -1.60 4.51 -0.67 0.067
H 0.45 -1.32 0.88 0.163
H 2.84 0.12 0.36 0.063
H 3.03 -0.31 2.65 0.095
H 2.26 -1.81 2.24 0.101
H 3.92 -2.59 4.13 0.111
H 7.78 -3.18 0.62 0.108
H 8.03 -4.18 1.88 0.091
H 6.19 -4.91 -0.35 0.048
H 5.90 -5.72 1.14 0.078
H 7.54 -5.77 0.41 0.059
H 5.77 -1.40 0.42 0.133
H -0.66 -2.51 -0.41 0.075
H -2.43 -2.68 -0.65 0.049
H -1.52 -2.27 -1.94 0.092

---

Repeat the fifth record exactly.
50
Properties=species:S:1:pos:R:3:lowdin_charge:R:1 method="wB97M-V/def2-TZVPD" largest_force_ha_per_bohr=0.09991 spin_multiplicity=1 smiles=CCOn1c(C)c2c(C)nnc(NNCc3cnn(CC)c3)c2c1C relative_energy_kcal_mol=62.87 molar_mass_da=343.44 e_tot_ev=-30505.7158 e_homo_ev=-7.1 gap_ev=7.568 e_lumo_ev=0.46
C -5.41 -1.98 0.38 -0.061
C -4.84 -0.62 -0.11 -0.234
O -4.11 -0.63 -1.31 -0.061
N -2.84 -0.01 -1.31 0.005
C -2.70 1.39 -1.36 -0.169
C -3.69 2.50 -1.70 0.000
C -1.44 1.62 -1.04 -0.089
C -0.55 2.76 -1.00 -0.255
C -0.93 4.11 -1.35 -0.056
N 0.72 2.66 -0.57 0.028
N 1.21 1.56 -0.12 0.029
C 0.48 0.43 -0.07 -0.268
N 1.13 -0.74 0.28 0.016
N 2.52 -0.78 0.57 -0.034
C 2.99 -1.07 1.92 -0.156
C 4.38 -1.79 2.06 -0.155
C 4.61 -2.67 3.26 -0.107
N 5.72 -3.35 3.12 0.048
N 6.20 -2.99 1.99 -0.204
C 7.21 -3.82 1.29 -0.153
C 6.67 -5.14 0.58 -0.066
C 5.53 -1.94 1.36 -0.028
C -0.76 0.39 -0.66 -0.064
C -1.71 -0.60 -0.87 -0.177
C -1.57 -2.11 -0.86 0.018
H -6.32 -1.62 0.91 0.084
H -5.67 -2.61 -0.44 0.055
H -4.70 -2.63 0.99 0.092
H -4.21 -0.18 0.68 0.135
H -5.66 0.04 -0.40 0.110
H -3.96 3.07 -0.82 0.076
H -3.19 3.17 -2.44 0.081
H -4.62 2.18 -2.16 0.076
H -1.29 4.11 -2.38 0.085
H -0.13 4.78 -1.30 0.064
H -1.60 4.51 -0.67 0.067
H 0.45 -1.32 0.88 0.163
H 2.84 0.12 0.36 0.063
H 3.03 -0.31 2.65 0.095
H 2.26 -1.81 2.24 0.101
H 3.92 -2.59 4.13 0.111
H 7.78 -3.18 0.62 0.108
H 8.03 -4.18 1.88 0.091
H 6.19 -4.91 -0.35 0.048
H 5.90 -5.72 1.14 0.078
H 7.54 -5.77 0.41 0.059
H 5.77 -1.40 0.42 0.133
H -0.66 -2.51 -0.41 0.075
H -2.43 -2.68 -0.65 0.049
H -1.52 -2.27 -1.94 0.092